(1)
Computed, not measured: a 6-piece molecular cluster, C21H40F6N2O7S6 overall in a non-equilibrium geometry, with ωB97M-V/def2-TZVPD.

Structure (XYZ):
```
82
C21H40F6N2O7S6 | the OMol25 dataset | ωB97M-V/def2-TZVPD
C -2.419 2.864 -3.480
C -1.295 2.062 -4.275
C -1.591 1.741 -5.830
N -0.125 1.659 -3.815
N 0.077 2.032 -2.474
C 0.695 0.802 -1.830
F 1.546 0.220 -2.846
F 1.501 1.109 -0.707
C -0.434 -0.306 -1.529
C -1.803 0.023 -0.870
C -2.841 -1.124 -0.640
C -2.522 -2.574 -1.082
C -1.162 -2.927 -1.739
C -0.764 -4.403 -2.240
F -1.246 -5.404 -1.365
F -1.269 -4.556 -3.577
F 0.662 -4.547 -2.359
C -0.120 -1.766 -1.939
S 1.214 3.351 -2.492
O 1.314 4.022 -1.140
O 2.600 2.972 -2.908
F 0.661 4.443 -3.670
H -2.038 3.552 -2.657
H -3.251 2.143 -3.129
H -2.939 3.551 -4.254
H -0.938 0.890 -6.214
H -1.365 2.689 -6.428
H -2.682 1.426 -5.988
H -2.078 1.087 -0.564
H -3.861 -0.899 -0.155
H -3.285 -3.410 -0.933
H 0.874 -2.095 -2.412
C 0.755 4.108 2.409
S -0.953 4.165 2.990
O -1.812 3.574 1.918
C -1.126 5.961 2.894
H 1.065 3.063 2.353
H 0.829 4.560 1.418
H 1.400 4.637 3.113
H -0.938 6.300 1.874
H -0.423 6.432 3.583
H -2.145 6.224 3.182
C 0.503 -7.920 -2.016
S 1.397 -9.409 -1.521
O 0.450 -10.560 -1.635
C 1.523 -8.980 0.228
H 0.281 -7.989 -3.082
H -0.431 -7.841 -1.458
H 1.125 -7.042 -1.835
H 0.526 -8.836 0.649
H 2.112 -8.070 0.339
H 2.022 -9.798 0.748
C 3.962 -5.267 1.354
S 4.857 -6.755 1.852
O 3.910 -7.906 1.738
C 4.981 -6.328 3.602
H 3.742 -5.339 0.288
H 3.027 -5.189 1.912
H 4.583 -4.389 1.536
H 3.984 -6.185 4.023
H 5.570 -5.416 3.714
H 5.480 -7.147 4.121
C -4.088 1.529 4.698
S -5.134 0.553 3.597
O -4.303 0.184 2.413
C -6.212 1.915 3.100
H -3.308 0.879 5.098
H -3.627 2.348 4.142
H -4.686 1.922 5.522
H -5.620 2.713 2.647
H -6.747 2.293 3.972
H -6.929 1.537 2.371
C 3.411 6.067 0.428
S 3.826 7.685 1.114
O 3.914 7.533 2.598
C 2.237 8.461 0.742
H 4.258 5.398 0.587
H 2.532 5.661 0.932
H 3.221 6.160 -0.642
H 1.430 7.909 1.226
H 2.085 8.479 -0.339
H 2.257 9.483 1.122
```

Calculated values
Gap between HOMO and LUMO: 7.52 eV
DFT total energy: -4448.25465 a.u.
HOMO energy: -0.3058 hartree
Largest force on an atom: 7.3 eV/Å



(2)
Computed, not measured: C21H40GeNO2PtSi3 as an isolated structure in a non-equilibrium geometry, with ωB97M-V/def2-TZVPD.

Structure (XYZ):
```
69
C21H40GeNO2PtSi3 | the OMol25 dataset | ωB97M-V/def2-TZVPD
Pt 0.592 0.203 -0.176
O -3.086 -0.852 1.296
C -1.946 -0.784 0.884
O -1.375 0.361 0.580
C -1.106 -1.968 0.704
C -1.564 -3.244 1.021
C -0.741 -4.330 0.856
C 0.551 -4.124 0.371
C 0.940 -2.840 0.068
N 0.140 -1.783 0.229
H -2.574 -3.331 1.396
H -1.080 -5.328 1.096
H 1.231 -4.950 0.223
H 1.925 -2.625 -0.327
C 5.883 -0.118 -0.727
C 4.865 -0.426 -1.834
C 5.139 0.477 -3.045
C 4.990 -1.898 -2.255
C 3.508 -0.179 -1.329
C 2.400 0.032 -0.882
H 6.891 -0.374 -1.063
H 5.657 -0.694 0.171
H 5.859 0.940 -0.466
H 6.162 0.321 -3.395
H 5.018 1.527 -2.775
H 4.452 0.253 -3.861
H 5.974 -2.086 -2.691
H 4.229 -2.149 -2.995
H 4.861 -2.552 -1.392
C -1.682 2.102 -3.525
Si -0.169 2.904 -2.727
C 1.406 2.164 -3.467
C -0.216 4.786 -2.959
Ge -0.027 2.517 -0.297
Si 1.700 3.596 1.113
C 1.511 3.078 2.921
C 3.366 3.039 0.419
C 1.519 5.478 0.979
Si -2.275 3.008 0.676
C -2.237 4.913 0.450
C -3.804 2.439 -0.266
C -2.389 2.718 2.536
H -1.578 2.067 -4.611
H -2.594 2.653 -3.293
H -1.805 1.078 -3.169
H 1.393 2.135 -4.560
H 1.537 1.147 -3.097
H 2.281 2.737 -3.153
H -0.140 5.047 -4.017
H 0.607 5.272 -2.432
H -1.150 5.203 -2.581
H 1.263 2.018 2.993
H 0.712 3.648 3.400
H 2.428 3.247 3.489
H 3.418 1.950 0.422
H 4.209 3.429 0.993
H 3.477 3.364 -0.618
H 0.609 5.824 1.469
H 1.488 5.809 -0.060
H 2.365 5.970 1.465
H -2.163 5.201 -0.600
H -1.405 5.373 0.983
H -3.162 5.345 0.845
H -3.747 2.644 -1.335
H -4.672 2.967 0.135
H -3.965 1.374 -0.114
H -1.554 3.160 3.078
H -2.425 1.651 2.755
H -3.314 3.161 2.912
```

Calculated values
Relative energy (zero: lowest compared OMol25 entry of this formula, charge and spin): 0.0 kJ/mol
Gap between HOMO and LUMO (spin up / spin down): 7.37 / 5.70 eV
DFT total energy: -4094.17635 a.u.
HOMO energy (spin up / spin down): -0.2861 / -0.2911 hartree
Expectation value of S²: 0.7638
Spin multiplicity: 2
Largest force on an atom: 2.4 eV/Å



(3)
Computed, not measured: a 5-piece molecular cluster, C21H40N4O2 overall in a non-equilibrium geometry, with ωB97M-V/def2-TZVPD.

Structure (XYZ):
```
67
C21H40N4O2 | the OMol25 dataset | ωB97M-V/def2-TZVPD
C 0.241 2.268 0.022
C 0.585 1.108 -0.936
O 0.015 -0.072 -0.400
C 0.662 -1.239 -0.848
C 1.792 -1.693 0.085
O 2.750 -0.707 0.393
C 3.808 -0.603 -0.545
H -0.020 1.839 0.984
H -0.615 2.837 -0.325
H 1.101 2.900 0.211
H 0.119 1.349 -1.894
H 1.666 1.067 -1.003
H -0.084 -2.040 -0.793
H 0.965 -1.196 -1.903
H 2.239 -2.580 -0.382
H 1.375 -2.023 1.034
H 3.855 -1.432 -1.239
H 3.707 0.335 -1.096
H 4.747 -0.526 0.002
C -2.536 -0.151 1.166
C -3.769 -0.334 2.044
C -4.734 0.854 1.969
C -4.072 2.087 2.423
N -3.559 3.044 2.780
H -1.944 0.706 1.482
H -1.891 -1.027 1.224
H -2.814 -0.007 0.121
H -3.455 -0.485 3.079
H -4.302 -1.236 1.736
H -5.606 0.675 2.599
H -5.082 0.999 0.946
C 3.444 -4.527 -5.263
C 2.264 -4.756 -4.325
C 1.283 -3.579 -4.302
C 1.953 -2.356 -3.841
N 2.474 -1.408 -3.470
H 4.045 -3.672 -4.950
H 4.098 -5.399 -5.271
H 3.104 -4.350 -6.285
H 2.638 -4.940 -3.316
H 1.726 -5.653 -4.635
H 0.450 -3.790 -3.630
H 0.875 -3.399 -5.297
C -8.539 1.481 5.324
C -8.937 2.400 4.175
C -9.941 1.754 3.214
C -9.370 0.544 2.604
N -8.919 -0.398 2.141
H -8.038 0.582 4.962
H -7.849 1.990 5.997
H -9.412 1.175 5.903
H -8.041 2.695 3.624
H -9.377 3.312 4.581
H -10.206 2.450 2.418
H -10.856 1.480 3.741
C 8.489 1.819 0.717
C 8.177 2.748 -0.451
C 7.245 2.110 -1.486
C 7.861 0.903 -2.057
N 8.347 -0.036 -2.490
H 9.014 0.922 0.385
H 9.129 2.322 1.442
H 7.575 1.511 1.229
H 9.110 3.044 -0.933
H 7.709 3.658 -0.071
H 7.037 2.813 -2.293
H 6.295 1.833 -1.027
```

Calculated values
Gap between HOMO and LUMO: 9.71 eV
DFT total energy: -1193.58048 a.u.
HOMO energy: -0.3325 hartree
Largest force on an atom: 1.6 eV/Å



(4)
Computed, not measured: a 3-piece molecular cluster, C21H40NO14P3 overall in a non-equilibrium geometry, with ωB97M-V/def2-TZVPD.

Structure (XYZ):
```
79
C21H40NO14P3 | the OMol25 dataset | ωB97M-V/def2-TZVPD
C -4.237 1.207 -3.718
C -3.446 1.089 -5.149
O -3.997 0.276 -6.088
N -2.140 1.753 -5.521
C -2.089 3.217 -5.147
C -0.927 0.979 -5.055
C -0.718 -0.473 -5.832
C -0.441 -1.730 -4.779
C -1.768 -2.045 -3.820
O -1.499 -3.012 -2.745
P -1.519 -2.257 -1.166
O -1.232 -3.358 -0.023
O -3.053 -1.420 -0.858
O -0.170 -1.155 -1.115
C -0.161 -0.364 0.148
C 1.411 0.187 0.293
O 2.307 -0.396 1.098
C 1.768 1.490 -0.693
C 1.817 1.129 -2.317
C 2.114 2.320 -3.404
C 2.351 3.840 -2.798
C 2.301 4.216 -1.181
C 2.003 2.999 -0.072
H -4.776 2.271 -3.720
H -3.530 1.182 -2.769
H -5.130 0.421 -3.633
H -2.312 3.845 -6.120
H -1.004 3.470 -4.718
H -2.845 3.548 -4.318
H -0.846 0.831 -3.896
H 0.021 1.632 -5.367
H 0.201 -0.400 -6.582
H -1.644 -0.781 -6.498
H -0.222 -2.671 -5.476
H 0.453 -1.462 -4.071
H -2.576 -2.500 -4.554
H -2.174 -1.004 -3.463
H -2.988 -0.532 -1.346
H -0.520 -0.967 1.085
H -0.825 0.603 -0.023
H 1.642 0.013 -2.676
H 2.132 2.040 -4.551
H 2.564 4.698 -3.578
H 2.437 5.311 -0.755
H 1.948 3.206 1.098
C -3.344 -5.836 2.826
O -2.864 -5.156 3.967
P -3.625 -3.814 4.434
O -5.048 -3.691 3.994
O -2.654 -2.623 3.952
C -2.252 -2.569 2.607
O -3.383 -3.785 6.027
C -4.324 -4.406 6.872
H -2.498 -6.097 2.183
H -3.841 -6.756 3.145
H -4.046 -5.232 2.242
H -3.005 -3.000 1.941
H -1.307 -3.108 2.499
H -2.093 -1.524 2.326
H -3.980 -5.409 7.136
H -5.314 -4.466 6.411
H -4.405 -3.809 7.784
C 4.019 2.133 5.544
O 4.227 2.605 4.229
P 5.605 2.221 3.487
O 6.291 0.993 3.993
O 6.480 3.571 3.558
C 6.696 4.182 4.805
O 5.195 2.199 1.929
C 4.752 0.991 1.357
H 3.641 2.952 6.163
H 3.271 1.336 5.520
H 4.937 1.751 6.003
H 6.701 3.452 5.619
H 5.911 4.924 4.974
H 7.663 4.694 4.786
H 3.660 0.968 1.340
H 5.130 0.118 1.895
H 5.122 0.948 0.329
```

Calculated values
Gap between HOMO and LUMO: 8.38 eV
DFT total energy: -2956.05121 a.u.
HOMO energy: -0.3447 hartree
Largest force on an atom: 8.8 eV/Å



(5)
Computed, not measured: a 8-piece molecular cluster, C21H40NO24S3 overall in a non-equilibrium geometry, with ωB97M-V/def2-TZVPD.

Structure (XYZ):
```
89
C21H40NO24S3 | the OMol25 dataset | ωB97M-V/def2-TZVPD
N 0.561 -0.624 -0.021
O 1.074 -1.222 -0.994
O -0.392 -1.288 0.522
O 0.874 0.513 0.289
O 5.693 2.342 0.085
S 6.555 1.265 0.332
O 7.371 1.379 1.561
O 5.649 -0.158 0.678
C 4.458 0.023 1.217
C 3.772 -1.369 1.414
C 7.619 0.824 -1.060
H 3.894 0.758 0.608
H 4.617 0.561 2.174
H 4.073 -1.955 2.144
H 3.529 -1.826 0.628
H 2.647 -1.296 1.747
H 6.825 0.706 -1.635
H 7.914 -0.128 -0.800
H 8.420 1.590 -1.286
O -7.252 -2.284 2.115
S -6.711 -1.453 3.064
O -6.629 -1.795 4.421
O -5.024 -1.547 2.700
C -4.368 -2.854 2.856
C -3.216 -2.812 1.936
C -6.925 0.156 2.681
H -5.089 -3.760 2.521
H -4.092 -2.882 3.941
H -2.677 -1.912 1.963
H -3.478 -2.867 0.751
H -2.644 -3.732 2.290
H -7.832 0.529 3.039
H -7.113 0.168 1.667
H -6.188 0.694 2.944
O -2.748 3.985 3.609
S -3.086 3.166 4.714
O -4.465 2.635 4.968
O -2.327 1.625 4.334
C -1.032 1.630 3.711
C -0.747 0.157 3.435
C -2.427 3.655 6.112
H -0.268 2.029 4.343
H -1.116 2.135 2.799
H -0.611 -0.420 4.320
H 0.072 -0.113 2.758
H -1.676 -0.506 3.100
H -1.372 3.657 5.850
H -2.559 2.897 6.859
H -2.587 4.578 6.374
C 4.318 -2.197 -2.876
C 4.001 -1.856 -4.402
O 5.050 -0.994 -4.858
C 6.019 -1.018 -3.843
O 7.134 -0.586 -4.095
O 5.595 -1.577 -2.715
H 4.234 -3.140 -2.622
H 3.549 -1.736 -2.289
H 3.095 -1.370 -4.872
H 3.999 -2.644 -5.071
C -1.316 -1.633 -4.482
C -1.053 -2.238 -2.960
O -2.205 -2.957 -2.927
C -3.133 -2.507 -3.843
O -4.368 -2.834 -3.837
O -2.704 -1.631 -4.766
H -0.947 -2.609 -5.081
H -0.713 -0.857 -4.526
H -1.001 -1.745 -2.070
H -0.065 -2.700 -3.003
C 1.044 1.727 -3.215
C 2.381 1.777 -2.402
O 3.292 1.849 -3.365
C 2.913 1.896 -4.560
O 3.655 2.083 -5.548
O 1.571 1.706 -4.501
H 0.347 2.607 -2.861
H 0.549 0.807 -2.976
H 2.673 0.819 -1.857
H 2.437 2.815 -1.836
C -2.411 1.865 0.210
C -2.685 0.708 -0.706
O -3.749 1.150 -1.418
C -3.837 2.524 -1.267
O -4.527 3.367 -1.986
O -3.112 2.916 -0.318
H -1.447 1.701 0.531
H -2.853 1.494 1.210
H -2.782 -0.323 -0.391
H -1.903 0.520 -1.351
```

Calculated values
Relative energy (zero: lowest compared OMol25 entry of this formula, charge and spin): 350.3 kJ/mol
Gap between HOMO and LUMO: 8.55 eV
DFT total energy: -3878.78590 a.u.
Net charge: -1
HOMO energy: -0.2504 hartree
Largest force on an atom: 9.5 eV/Å



(6)
Computed, not measured: C21H40O3PtSbTe as an isolated structure, with ωB97M-V/def2-TZVPD.

Structure (XYZ):
```
67
C21H40O3PtSbTe | the OMol25 dataset | ωB97M-V/def2-TZVPD
Pt 0.161 0.408 -0.209
C -0.723 2.917 1.552
O 0.358 1.979 1.505
C 1.633 2.596 1.706
C 2.564 1.561 2.302
O 2.563 0.380 1.517
C 3.718 0.208 0.703
C 3.828 1.253 -0.383
O 2.613 1.282 -1.096
C 2.707 1.979 -2.329
H -0.735 3.408 2.527
H -1.641 2.355 1.402
H -0.633 3.653 0.753
H 1.516 3.428 2.407
H 1.996 2.986 0.751
H 2.209 1.289 3.298
H 3.572 1.975 2.401
H 3.611 -0.782 0.258
H 4.625 0.219 1.318
H 4.661 0.997 -1.048
H 4.043 2.244 0.042
H 3.468 1.526 -2.970
H 2.956 3.033 -2.167
H 1.736 1.905 -2.810
C -0.574 0.049 4.248
C -1.510 -0.554 3.208
Sb -0.532 -1.325 1.476
C -2.055 -2.624 0.759
C -3.257 -1.815 0.277
C 0.955 -2.586 2.327
C 0.372 -3.613 3.292
H -1.134 0.360 5.130
H -0.054 0.922 3.855
H 0.179 -0.670 4.578
H -2.246 0.170 2.856
H -2.066 -1.399 3.623
H -2.319 -3.293 1.579
H -1.637 -3.230 -0.044
H -3.714 -1.249 1.090
H -4.024 -2.473 -0.134
H -2.974 -1.107 -0.506
H 1.665 -1.916 2.811
H 1.484 -3.060 1.499
H -0.168 -3.136 4.112
H 1.165 -4.218 3.733
H -0.317 -4.293 2.790
C -0.292 -0.270 -1.796
C -0.505 -1.561 -2.389
C -1.410 -1.665 -3.454
C -1.621 -2.889 -4.065
C -0.889 -3.997 -3.659
C 0.041 -3.897 -2.628
C 0.218 -2.690 -1.979
H -1.947 -0.779 -3.771
H -2.338 -2.978 -4.870
H -1.037 -4.948 -4.153
H 0.614 -4.765 -2.329
H 0.929 -2.594 -1.166
C -3.490 4.154 -2.578
Te -2.290 2.490 -2.005
C -0.893 2.812 -3.582
H -2.937 5.085 -2.494
H -4.354 4.189 -1.918
H -3.831 4.008 -3.600
H -1.451 3.064 -4.481
H -0.356 1.881 -3.736
H -0.204 3.614 -3.333
```

Calculated values
Relative energy (zero: lowest compared OMol25 entry of this formula, charge and spin): 0.0 kJ/mol
Gap between HOMO and LUMO: 6.61 eV
DFT total energy: -1677.07560 a.u.
Net charge: +1
HOMO energy: -0.3665 hartree
Largest force on an atom: 0.5 eV/Å